Entry from OMol25: an isolated molecule of C5H8O (wB97M-V/def2-TZVPD).

Properties
energy relative to the best compared isomer or geometry (same formula, charge and spin): 204.9 kJ/mol
total energy: -7360.132 eV
HOMO-LUMO gap: 10.2765 eV
2S+1: 1
total charge: 0
SMILES: CC#C[C@@H](C)O

Last column: natural (NBO) charge in e.
Positions of all 14 atoms, in Å:
C1 0.022 -0.591 -2.677  -0.685
C2 -0.056 -0.438 -1.238  0.021
C3 -0.271 -0.412 -0.051  -0.074
C4 0.102 -0.264 1.358  0.037
C5 0.677 1.134 1.515  -0.600
O1 -0.920 -0.432 2.323  -0.711
H1 0.576 0.203 -3.183  0.236
H2 -1.010 -0.561 -3.030  0.243
H3 0.474 -1.554 -2.923  0.234
H4 0.887 -1.018 1.507  0.180
H5 -0.124 1.853 1.327  0.215
H6 1.055 1.273 2.527  0.214
H7 1.474 1.293 0.783  0.214
H8 -1.605 -1.003 1.961  0.476